# C6H14O

2 unconnected molecules or ions with the total composition C6H14O (the ωB97M-V functional and the def2-TZVPD basis, the OMol25 dataset).

The geometry in XYZ format:
```
21
C6H14O, DFT the ωB97M-V functional and the def2-TZVPD basis
C 1.81700 2.29058 1.18305
C 0.57083 1.83560 1.08025
C -0.18629 1.72570 -0.21973
C -1.18540 0.57013 -0.31063
C -0.59344 -0.82623 -0.41606
O -1.68348 -1.70845 -0.55076
C -1.30973 -3.05559 -0.64656
H 2.38075 2.59975 0.30376
H 2.96538 -0.38491 0.37221
H 2.32927 2.37839 2.13841
H 0.04099 1.53190 1.98580
H -0.75678 2.65602 -0.35024
H 0.52811 1.68959 -1.05370
H 2.34820 -0.34795 -0.03816
H -1.81679 0.71809 -1.19370
H -1.85863 0.58785 0.55606
H 0.07640 -0.90227 -1.29290
H 0.00817 -1.08378 0.47396
H -0.67115 -3.24318 -1.52459
H -2.22993 -3.63666 -0.75033
H -0.77348 -3.39459 0.25386
```

Output
HOMO-LUMO gap   10.724 eV
Structure (SMILES)   C=CCCCOC.[H][H]
HOMO energy   -9.6 eV